# 1
{
  "formula": "C23H30N4O3",
  "method": "the ωB97M-V functional and the def2-TZVPD basis",
  "e_tot_ha": -1339.17966,
  "orbital_gap_ev": 9.5,
  "molar_mass_g_mol": 410.52,
  "multiplicity": 1,
  "de_lowest_ev": 2.622,
  "elements": ["C", "C", "C", "C", "C", "C", "O", "C", "O", "N", "N", "C", "O", "C", "N", "C", "C", "N", "C", "C", "C", "C", "C", "C", "C", "C", "C", "C", "C", "C", "H", "H", "H", "H", "H", "H", "H", "H", "H", "H", "H", "H", "H", "H", "H", "H", "H", "H", "H", "H", "H", "H", "H", "H", "H", "H", "H", "H", "H", "H"],
  "xyz": [[-0.2055, -0.9272, -7.1122], [0.1154, -0.9979, -5.6502], [1.3484, -0.5862, -5.1657], [1.6338, -0.6388, -3.8126], [0.6900, -1.1187, -2.9181], [0.9781, -1.1714, -1.4256], [2.3463, -0.9191, -1.1301], [0.1480, -0.0306, -0.8255], [-1.0692, -0.0109, -0.8066], [0.8882, 0.9981, -0.3821], [0.2587, 2.0924, 0.2045], [0.9293, 2.9125, 1.0491], [2.1236, 2.8069, 1.2245], [0.0500, 3.9776, 1.6872], [-0.3440, 3.5860, 3.0298], [-1.2178, 2.4275, 3.0481], [-1.5167, 2.0285, 4.4889], [-2.1586, 3.1266, 5.1845], [-2.5497, 2.7593, 6.5268], [-1.2722, 4.2742, 5.1730], [-0.9817, 4.6830, 3.7342], [0.5769, -2.5065, -0.8200], [0.1041, -2.5909, 0.4821], [-0.1872, -3.8212, 1.0418], [-0.0015, -4.9960, 0.3248], [-0.3423, -6.3247, 0.9264], [0.4919, -4.9068, -0.9707], [0.7820, -3.6797, -1.5364], [-0.5540, -1.5194, -3.3916], [-0.8329, -1.4583, -4.7422], [0.7001, -0.8333, -7.7066], [-0.7473, -1.8154, -7.4311], [-0.8370, -0.0614, -7.3134], [2.0972, -0.2161, -5.8516], [2.5940, -0.3010, -3.4506], [2.8575, -1.6799, -1.4289], [1.8948, 0.9632, -0.2754], [-0.7498, 2.0392, 0.1144], [-0.8220, 4.1836, 1.0386], [0.6515, 4.8858, 1.7716], [-0.7176, 1.5932, 2.5527], [-2.1712, 2.6348, 2.5283], [-2.1915, 1.1689, 4.4924], [-0.5713, 1.7376, 4.9808], [-3.0573, 3.6030, 6.9923], [-3.2421, 1.9199, 6.4779], [-1.6932, 2.4725, 7.1575], [-1.7618, 5.1009, 5.6935], [-0.3174, 4.0520, 5.6817], [-0.3061, 5.5413, 3.7309], [-1.9289, 4.9752, 3.2468], [-0.0432, -1.6925, 1.0618], [-0.5624, -3.8688, 2.0539], [-0.2109, -6.3074, 2.0058], [0.2781, -7.1127, 0.5058], [-1.3845, -6.5688, 0.7180], [0.6532, -5.8083, -1.5443], [1.1633, -3.6326, -2.5471], [-1.2992, -1.8686, -2.6940], [-1.8022, -1.7731, -5.1011]]
}



# 2
{
  "formula": "C23H30N4O5S",
  "method": "the ωB97M-V functional and the def2-TZVPD basis",
  "e_tot_ha": -1887.88899,
  "orbital_gap_ev": 9.1,
  "molar_mass_g_mol": 474.58,
  "multiplicity": 1,
  "de_lowest_ev": 1.554,
  "elements": ["C", "C", "C", "C", "N", "C", "O", "C", "C", "C", "C", "C", "S", "O", "O", "N", "C", "C", "O", "C", "C", "C", "C", "O", "N", "C", "C", "C", "C", "C", "C", "C", "N", "H", "H", "H", "H", "H", "H", "H", "H", "H", "H", "H", "H", "H", "H", "H", "H", "H", "H", "H", "H", "H", "H", "H", "H", "H", "H", "H", "H", "H", "H"],
  "xyz": [[-3.0040, -2.5830, -2.1405], [-3.3466, -3.0832, -0.7376], [-2.4283, -4.2350, -0.3330], [-3.2996, -1.9635, 0.3128], [-1.9787, -1.3846, 0.4334], [-1.6531, -0.6256, 1.5015], [-2.3786, -0.5041, 2.4704], [-0.3396, 0.0951, 1.4234], [-0.1203, 1.1003, 2.3642], [1.0308, 1.8673, 2.3426], [1.9822, 1.6508, 1.3588], [1.7667, 0.6470, 0.4354], [2.9288, 0.4366, -0.9053], [3.2342, 1.7238, -1.4566], [2.4230, -0.5748, -1.7939], [4.2969, -0.0967, -0.0852], [5.5297, 0.0771, -0.8340], [6.6983, -0.2909, 0.0798], [6.5740, -1.6138, 0.5487], [5.3732, -1.7925, 1.2579], [4.1574, -1.4584, 0.3896], [0.6336, -0.1395, 0.4583], [-4.3661, -0.8819, 0.0330], [-5.5160, -1.0153, 0.3897], [-3.9024, 0.1736, -0.6611], [-4.5386, 1.4674, -0.6522], [-3.7612, 2.4167, 0.2690], [-2.3565, 2.6964, -0.1972], [-1.6992, 3.8595, 0.1972], [-0.4019, 4.0814, -0.2308], [0.2044, 3.1478, -1.0578], [-0.5265, 2.0234, -1.3990], [-1.7589, 1.7971, -0.9741], [-3.6388, -1.7454, -2.4173], [-3.1621, -3.3828, -2.8602], [-1.9624, -2.2755, -2.2176], [-4.3801, -3.4440, -0.7468], [-2.7031, -4.6180, 0.6466], [-2.5045, -5.0464, -1.0526], [-1.3912, -3.9084, -0.2942], [-3.5641, -2.3796, 1.2924], [-1.4043, -1.3676, -0.3928], [-0.8851, 1.2638, 3.1093], [1.1784, 2.6414, 3.0798], [2.8769, 2.2470, 1.2830], [5.5783, 1.1194, -1.1475], [5.5377, -0.5709, -1.7221], [7.6421, -0.2475, -0.4652], [6.7282, 0.4060, 0.9302], [5.3508, -2.8392, 1.5644], [5.3634, -1.1461, 2.1486], [3.2388, -1.5217, 0.9759], [4.0939, -2.1572, -0.4564], [0.5557, -0.9102, -0.2930], [-2.9131, 0.2588, -0.8776], [-5.5611, 1.3390, -0.2911], [-4.5579, 1.8659, -1.6710], [-4.3009, 3.3599, 0.3674], [-3.7065, 1.9589, 1.2626], [-2.2022, 4.5743, 0.8307], [0.1263, 4.9748, 0.0688], [1.2128, 3.2695, -1.4184], [-0.1028, 1.2632, -2.0432]]
}



# 3
{
  "formula": "C23H30NO3",
  "method": "the ωB97M-V functional and the def2-TZVPD basis",
  "e_tot_ha": -1174.68051,
  "charge": 1,
  "orbital_gap_ev": 8.6,
  "molar_mass_g_mol": 368.50,
  "multiplicity": 1,
  "de_lowest_ev": 0.805,
  "elements": ["C", "C", "C", "O", "C", "C", "O", "O", "C", "C", "C", "N", "C", "C", "C", "C", "C", "C", "C", "C", "C", "C", "C", "C", "C", "C", "C", "H", "H", "H", "H", "H", "H", "H", "H", "H", "H", "H", "H", "H", "H", "H", "H", "H", "H", "H", "H", "H", "H", "H", "H", "H", "H", "H", "H", "H", "H"],
  "xyz": [[-1.8556, -3.8757, 1.8957], [-1.2185, -2.5146, 1.6497], [-2.2265, -1.3912, 1.8930], [-1.6956, -0.0856, 1.7648], [-1.3151, 0.3292, 0.4689], [0.1133, -0.0802, 0.1327], [0.5803, -0.1188, -0.9850], [0.8203, -0.2415, 1.2512], [2.2421, -0.3493, 1.3227], [2.9765, 0.9205, 0.8648], [3.2447, 0.9724, -0.6346], [3.9620, -0.2472, -1.0841], [4.3380, -0.1529, -2.5031], [3.1229, -1.4445, -0.8289], [2.8368, -1.6018, 0.6598], [-1.0763, 1.8447, 0.5046], [-0.9172, 2.5000, 1.7171], [-0.6839, 3.8645, 1.7370], [-0.5884, 4.5736, 0.5512], [-0.7293, 3.9150, -0.6599], [-0.9693, 2.5528, -0.6866], [-2.3538, -0.0146, -0.5821], [-3.5696, 0.6599, -0.5121], [-4.5841, 0.3702, -1.4046], [-4.3960, -0.5975, -2.3780], [-3.1927, -1.2761, -2.4470], [-2.1759, -0.9928, -1.5494], [-2.2045, -3.9522, 2.9220], [-1.1381, -4.6726, 1.7164], [-2.7051, -4.0224, 1.2331], [-0.3645, -2.3727, 2.3156], [-0.8614, -2.4625, 0.6171], [-3.0909, -1.5220, 1.2287], [-2.5753, -1.4272, 2.9276], [2.3830, -0.4466, 2.4055], [2.3796, 1.7902, 1.1438], [3.9213, 0.9792, 1.4104], [3.8509, 1.8492, -0.8700], [2.3046, 1.0245, -1.1882], [4.8161, -0.3346, -0.5197], [4.8789, -1.0454, -2.8123], [3.4374, -0.0581, -3.1078], [4.9690, 0.7179, -2.6712], [3.6427, -2.3298, -1.2002], [2.1891, -1.3095, -1.3798], [2.1485, -2.4364, 0.7975], [3.7609, -1.8488, 1.1879], [-0.9986, 1.9357, 2.6317], [-0.5780, 4.3743, 2.6826], [-0.4074, 5.6374, 0.5695], [-0.6581, 4.4639, -1.5866], [-1.0809, 2.0360, -1.6284], [-3.7127, 1.4084, 0.2532], [-5.5222, 0.8996, -1.3394], [-5.1861, -0.8240, -3.0774], [-3.0421, -2.0361, -3.1989], [-1.2451, -1.5340, -1.6208]]
}